(1)
86
Properties=species:S:1:pos:R:3:forces:R:3 method="wB97M-V/def2-TZVPD" homo_energy_ev="-8.168 / -8.151" spin_multiplicity=2 homo_lumo_gap_ev="7.36 / 7.36" relative_energy_kcal_mol=0.0 charge=0 s2=1.09
Co 0.508 -0.399 -0.336 -1.9 -0.1 0.2
C 0.389 -0.694 3.517 0.1 -0.1 -0.2
As -0.367 0.289 2.008 -0.6 0.6 0.2
C -0.522 2.039 2.909 0.3 0.0 -0.2
C -2.278 -0.104 2.195 -0.2 0.0 -0.2
C -2.705 -1.005 3.164 0.1 -0.1 0.0
C -4.053 -1.261 3.363 0.0 0.0 0.0
C -4.996 -0.616 2.585 0.0 0.0 0.0
C -4.581 0.274 1.606 0.0 0.0 0.0
C -3.236 0.544 1.390 0.2 -0.3 0.2
As -2.696 1.785 -0.029 -0.1 0.3 0.1
C -3.774 3.314 0.621 0.2 0.0 0.0
C -3.930 1.275 -1.462 0.0 -0.2 0.0
H 0.432 -1.751 3.263 0.0 0.0 0.0
H -0.188 -0.538 4.425 0.0 0.1 0.0
H 1.406 -0.338 3.682 0.0 0.0 0.0
H -1.269 1.958 3.695 0.0 0.0 0.1
H -0.843 2.785 2.183 0.0 0.0 0.0
H 0.434 2.341 3.339 0.0 0.0 0.0
H -1.979 -1.533 3.770 -0.1 0.0 0.0
H -4.365 -1.965 4.125 0.0 0.0 0.0
H -6.052 -0.811 2.730 0.0 0.0 0.0
H -5.330 0.756 0.989 0.0 0.0 0.0
H -4.826 3.048 0.721 0.0 0.0 0.0
H -3.679 4.143 -0.080 0.0 0.0 0.0
H -3.395 3.635 1.592 0.0 0.0 0.0
H -4.949 1.150 -1.097 0.0 0.0 0.0
H -3.603 0.338 -1.909 0.0 0.0 0.0
H -3.920 2.057 -2.221 0.0 0.1 0.0
N 0.168 0.831 -4.286 0.0 0.0 0.0
C -0.009 0.013 -3.249 -0.1 0.0 0.0
N 0.244 0.678 -2.141 0.5 0.5 0.3
C 0.586 1.936 -2.579 -0.1 -0.3 0.2
N 0.547 2.057 -3.884 0.0 0.1 0.0
C 0.969 3.066 -1.712 0.0 0.0 0.0
C 1.353 4.285 -2.274 0.0 0.1 0.0
N 1.748 5.307 -1.527 0.0 -0.1 -0.1
C 1.768 5.112 -0.211 0.0 0.1 -0.1
C 1.362 3.912 0.348 -0.1 -0.1 0.1
N 0.950 2.893 -0.397 0.1 -0.1 0.1
H 0.028 0.642 -5.261 0.0 0.0 -0.1
H -0.356 -1.009 -3.303 0.0 0.0 0.0
H 1.339 4.421 -3.348 0.0 0.0 0.0
H 2.114 5.939 0.399 0.0 -0.1 0.0
H 1.366 3.752 1.422 0.0 0.1 -0.1
O -2.025 -2.015 -2.649 0.0 0.1 0.1
S -2.159 -2.110 -1.207 0.1 0.1 0.0
O -3.504 -2.056 -0.704 0.0 0.0 0.0
O -1.304 -1.125 -0.489 -0.2 -0.1 -0.1
C -1.569 -3.768 -0.858 0.0 0.0 -0.2
C -2.543 -4.744 -1.061 0.1 0.1 0.1
C -2.202 -6.086 -1.065 0.0 0.0 0.0
C -0.880 -6.466 -0.886 -0.1 -0.1 0.0
C 0.092 -5.507 -0.666 0.0 0.1 0.1
C -0.248 -4.159 -0.640 -0.1 0.0 -0.1
S 1.091 -3.023 -0.377 0.7 -0.3 -0.1
O 2.288 -3.814 -0.267 -0.1 0.0 0.0
O 1.091 -2.092 -1.531 0.1 0.0 0.2
O 0.797 -2.239 0.844 0.1 0.0 -0.1
H -3.560 -4.417 -1.226 0.0 -0.1 0.0
H -2.965 -6.836 -1.228 0.0 0.0 0.0
H -0.604 -7.513 -0.922 0.0 0.0 0.0
H 1.129 -5.774 -0.518 0.0 0.0 0.0
C 8.695 -0.297 -0.753 0.0 0.0 0.0
C 7.235 -0.304 -0.405 -0.1 0.0 0.0
C 6.802 -0.643 0.873 0.2 0.0 0.0
C 5.462 -0.633 1.210 -0.2 0.0 0.1
C 5.060 -1.016 2.616 0.0 0.0 -0.1
C 4.512 -0.258 0.233 0.5 0.3 -0.1
C 3.139 -0.152 0.640 0.1 -0.2 0.7
O 2.229 0.284 -0.051 0.8 0.2 -1.0
C 4.933 0.057 -1.086 -0.2 0.0 0.1
C 3.968 0.420 -2.183 0.1 0.0 0.1
C 6.286 0.029 -1.367 0.1 0.0 0.0
H 9.311 -0.560 0.106 0.0 0.0 0.0
H 8.997 0.689 -1.109 0.0 0.0 0.0
H 8.899 -1.010 -1.554 0.0 0.0 0.0
H 7.532 -0.920 1.625 0.0 0.0 0.0
H 5.942 -1.293 3.191 0.0 0.0 0.0
H 4.374 -1.864 2.615 0.0 0.0 0.0
H 4.575 -0.188 3.136 0.0 0.0 0.0
H 2.894 -0.445 1.668 0.0 -0.3 -0.1
H 3.470 1.364 -1.960 0.0 0.0 0.0
H 3.191 -0.339 -2.287 0.0 0.0 0.0
H 4.500 0.521 -3.129 0.0 0.0 0.0
H 6.617 0.278 -2.371 0.0 0.0 0.0

---

(2)
109
Properties=species:S:1:pos:R:3:forces:R:3 method="wB97M-V/def2-TZVPD" homo_energy_ev=-10.853 smiles="C[C@H](Br)C[C@@]1(CCC(=O)O)COS(=O)(=O)O1.O=C1OC[C@@H](F)O1.O=C1OC[C@@H](F)O1.O=C1OC[C@@H](F)O1.O=C1OC[C@@H](F)O1.O=C1OC[C@@H](F)O1.O=C1OC[C@@H](F)O1.O=C1OC[C@@H](F)O1.O=C1OC[C@@H](F)O1" homo_lumo_gap_ev=10.58 charge=0
C 0.032 -3.529 -1.127 0.0 0.0 0.0
C 0.179 -2.279 -0.262 0.1 -0.5 0.0
Br -0.672 -0.793 -1.192 -0.1 0.1 0.0
C 1.663 -2.038 0.021 -0.2 0.3 -0.4
C 2.143 -0.898 0.917 0.5 -0.6 0.7
C 1.655 -0.926 2.395 -0.5 0.3 -0.2
C 0.720 -2.061 2.838 0.2 0.2 0.2
C 0.837 -2.310 4.334 -0.1 0.0 -0.4
O 1.415 -1.593 5.088 0.2 0.5 0.4
O 0.175 -3.382 4.801 0.1 -0.5 -0.1
C 3.713 -0.903 0.869 0.2 0.1 0.0
O 4.134 0.448 0.584 0.3 -0.4 -0.1
S 2.927 1.444 0.630 -0.1 0.7 0.0
O 3.009 2.336 -0.479 -0.1 -0.2 0.3
O 2.792 1.962 1.953 -0.1 -0.1 -0.4
O 1.808 0.374 0.322 -0.2 0.0 -0.2
H 0.262 -4.419 -0.531 0.1 0.1 -0.1
H 0.701 -3.486 -1.990 -0.1 0.0 0.1
H -0.992 -3.635 -1.481 0.1 0.0 0.1
H -0.407 -2.432 0.640 0.0 0.3 -0.1
H 2.154 -1.914 -0.951 0.0 0.0 0.1
H 2.062 -2.965 0.454 0.0 0.1 0.0
H 2.502 -0.880 3.078 0.0 -0.1 -0.1
H 1.121 0.015 2.549 0.1 -0.1 0.1
H -0.324 -1.768 2.685 0.1 -0.2 -0.1
H 0.899 -3.006 2.318 0.0 0.1 0.0
H 0.065 -4.046 4.105 -0.3 0.2 0.1
H 4.166 -1.209 1.811 -0.1 0.0 0.0
H 4.127 -1.524 0.074 -0.2 0.1 -0.1
C -4.807 -2.428 -2.572 0.0 0.1 0.0
C -4.866 -3.712 -3.378 0.0 0.0 0.0
O -3.868 -4.502 -2.740 -0.2 -0.2 0.0
C -3.756 -4.084 -1.452 0.1 0.1 0.1
O -3.180 -4.681 -0.602 0.0 0.0 0.0
O -4.380 -2.904 -1.288 -0.1 0.1 0.0
F -4.525 -3.535 -4.670 0.2 0.1 0.0
H -4.053 -1.753 -2.977 0.0 0.0 -0.1
H -5.760 -1.915 -2.485 0.0 -0.1 0.1
H -5.820 -4.239 -3.337 0.0 0.0 -0.1
C 5.446 5.443 -0.701 0.0 0.0 -0.1
C 5.421 4.401 0.398 0.0 0.0 0.0
O 5.678 5.176 1.554 -0.2 0.0 0.1
C 5.261 6.449 1.314 0.1 0.0 -0.1
O 5.126 7.287 2.139 0.0 0.0 0.1
O 5.017 6.615 -0.007 0.0 0.0 -0.1
F 6.398 3.470 0.255 0.1 0.1 0.0
H 6.464 5.588 -1.067 0.0 -0.1 0.0
H 4.776 5.224 -1.527 -0.1 0.1 0.1
H 4.467 3.889 0.504 0.1 0.0 0.0
C -2.916 -7.285 -4.657 0.0 0.2 -0.1
C -3.462 -8.014 -3.449 0.0 0.0 0.0
O -2.686 -9.198 -3.434 0.1 0.1 0.2
C -1.493 -8.933 -4.040 -0.1 0.0 -0.1
O -0.540 -9.631 -3.990 0.0 0.0 0.0
O -1.561 -7.748 -4.691 0.0 0.0 0.0
F -4.772 -8.336 -3.582 0.0 -0.1 -0.1
H -3.428 -7.588 -5.570 -0.1 -0.1 0.1
H -2.948 -6.204 -4.560 0.2 0.0 0.0
H -3.328 -7.488 -2.502 -0.1 0.0 0.0
C -5.754 -6.956 -9.420 0.0 0.0 0.0
C -5.462 -8.001 -8.362 0.0 0.1 0.0
O -5.322 -7.213 -7.194 -0.2 -0.1 0.1
C -6.049 -6.069 -7.360 0.1 0.0 0.0
O -6.327 -5.318 -6.489 0.0 0.0 0.0
O -6.405 -5.936 -8.656 0.0 0.0 0.0
F -4.307 -8.667 -8.589 0.1 0.1 0.0
H -4.824 -6.565 -9.835 0.0 0.0 0.0
H -6.404 -7.301 -10.218 -0.1 0.1 0.1
H -6.260 -8.729 -8.206 0.1 -0.1 0.0
C -0.043 2.801 -1.906 0.1 0.0 0.2
C 0.084 3.798 -3.036 -0.1 0.0 0.0
O -1.184 3.706 -3.667 0.0 0.2 0.1
C -2.087 3.291 -2.735 0.1 0.0 0.0
O -3.265 3.350 -2.870 0.0 0.0 0.0
O -1.450 2.837 -1.639 0.0 -0.1 0.0
F 1.051 3.465 -3.925 -0.1 -0.1 0.0
H 0.235 1.796 -2.221 0.1 0.0 -0.1
H 0.523 3.080 -1.025 -0.2 0.1 0.1
H 0.244 4.827 -2.713 0.1 0.0 0.0
C 2.866 1.516 6.477 0.0 0.0 -0.2
C 2.901 0.622 7.697 0.1 0.0 0.0
O 2.825 1.558 8.760 -0.2 -0.1 0.0
C 2.197 2.670 8.296 0.1 0.1 0.0
O 1.789 3.552 8.977 0.1 0.0 0.0
O 2.101 2.632 6.951 0.0 -0.1 0.0
F 4.056 -0.079 7.794 0.0 0.1 0.0
H 3.865 1.857 6.203 0.1 -0.1 0.1
H 2.386 1.056 5.618 -0.2 0.1 0.1
H 2.065 -0.075 7.770 0.1 -0.1 0.0
C -3.593 7.187 -1.014 0.0 0.0 0.0
C -4.121 6.288 0.087 0.1 0.0 0.0
O -3.103 5.310 0.189 0.0 0.1 0.3
C -1.938 5.857 -0.240 -0.1 -0.1 -0.1
O -0.868 5.371 -0.086 0.1 0.0 -0.1
O -2.177 7.030 -0.868 0.0 0.0 -0.1
F -5.289 5.693 -0.239 0.0 0.0 -0.1
H -3.904 6.812 -1.990 0.0 0.0 0.0
H -3.868 8.231 -0.905 0.1 0.0 0.1
H -4.239 6.777 1.056 -0.1 0.0 0.0
C 3.814 7.119 6.515 0.0 0.0 0.0
C 3.870 5.623 6.742 0.0 0.0 -0.1
O 5.259 5.394 6.886 0.0 -0.1 0.2
C 5.835 6.539 7.350 0.0 0.0 -0.1
O 6.930 6.616 7.793 0.0 0.0 0.0
O 4.964 7.568 7.238 0.0 0.1 0.0
F 3.412 4.927 5.673 0.1 0.0 0.0
H 3.933 7.347 5.456 0.0 0.0 -0.1
H 2.914 7.589 6.902 0.1 0.0 0.1
H 3.353 5.277 7.639 -0.1 -0.1 -0.1

---

| no. | DFT total energy (Eh) | strongest force on any atom (eV/A) |
| --- | --- | --- |
| 1 | -8692.790460 | 1.9 |
| 2 | -7270.037600 | 1.0 |